Entry 1:
Here is a structure of composition C2H5FS from the OMol25 dataset. Energies are from ωB97M-V with the def2-TZVPD basis set.

The geometry in XYZ format:
```
9
Properties=species:S:1:pos:R:3:lowdin_charge:R:1
C 0.268 -0.573 -0.672 -0.14
H 0.492 -1.360 -0.065 0.04
H 0.103 1.546 -0.554 0.05
H 1.179 -0.515 -1.209 0.07
H -0.737 -0.617 -1.240 0.12
F 1.334 0.786 1.119 -0.26
C 0.058 0.722 0.024 -0.56
H -1.335 -0.639 1.503 -0.11
S -1.364 0.649 1.094 0.78
```

Properties
frontier orbital gap	10.69	eV
energy relative to the best compared isomer or geometry (same formula, charge and spin)	23.3	kcal per mole
DFT total energy	-577.19763	Eh
charge	0
LUMO level	0.82	eV


Entry 2:
Here is an isolated molecule of C20H26N2O4S from the OMol25 dataset. Energies are from ωB97M-V with the def2-TZVPD basis set.

The geometry in XYZ format:
```
53
Properties=species:S:1:pos:R:3:lowdin_charge:R:1
H 4.023 -1.246 -1.340 0.12
O 1.754 0.578 0.125 0.07
H 0.752 1.934 -1.345 0.13
C 1.241 -0.244 2.317 -0.10
C 0.796 2.516 -3.355 -0.12
C 2.347 1.038 -2.207 -0.43
C -2.929 -0.045 4.948 -0.07
H 1.333 0.704 2.842 0.12
C -0.588 -3.146 3.099 -0.04
O -0.643 -1.283 0.706 -0.29
H 0.651 3.594 -3.233 0.12
C -0.549 1.838 -3.712 -0.29
C -2.204 0.226 3.802 -0.06
C 0.944 -0.074 -5.535 -0.08
H -1.201 -0.297 -5.368 0.12
S -0.522 -0.290 1.740 0.73
C -1.468 -0.074 -2.628 -0.18
C 2.520 0.283 -0.951 -0.15
H 1.429 -1.083 2.976 0.10
N -0.422 0.397 -3.525 -0.14
H 3.431 -2.001 1.198 0.11
H 0.391 -3.208 3.577 0.09
H -1.235 1.253 -0.936 0.07
H 1.816 -0.058 -4.887 0.06
H -1.079 -4.107 3.234 0.09
C 2.053 -0.312 1.089 -0.33
C -1.454 -0.772 3.205 -0.23
H -2.333 -0.456 -3.197 0.12
H -0.777 2.090 -4.757 0.14
H -0.449 -2.960 2.039 0.06
H -1.483 3.240 -2.302 0.11
O -0.889 1.057 1.399 -0.31
C -2.893 -1.322 5.486 -0.07
C -0.304 -0.401 -4.725 -0.25
C -1.403 -2.059 3.726 -0.25
H -1.085 -0.882 -1.999 0.11
H 1.528 2.340 -4.145 0.11
C -1.878 1.142 -1.807 -0.16
N 1.357 1.958 -2.153 0.10
C -1.698 2.293 -2.795 -0.13
C 3.005 -1.188 0.647 0.01
H -2.209 1.201 3.342 0.11
H -2.124 -3.306 5.302 0.12
C -2.142 -2.313 4.879 -0.04
H -3.456 -1.548 6.379 0.11
O 3.064 0.850 -3.174 0.06
H 0.855 0.893 -6.024 0.07
H -3.517 0.729 5.415 0.11
H -2.903 1.059 -1.449 0.11
H -2.608 2.419 -3.386 0.11
H -0.250 -1.443 -4.398 0.12
H 1.088 -0.830 -6.303 0.07
C 3.317 -0.796 -0.673 0.03
```

Properties
frontier orbital gap	8.43	eV
energy relative to the best compared isomer or geometry (same formula, charge and spin)	70.6	kcal per mole
DFT total energy	-1586.35712	Eh
charge	0
LUMO level	0.42	eV
structure (SMILES)	CCN1CCC[C@H]1CNC(=O)c1ccc(CS(=O)(=O)c2ccccc2C)o1


Entry 3:
Here is an isolated molecule of C3H7NO2 from the OMol25 dataset. Energies are from ωB97M-V with the def2-TZVPD basis set.

The geometry in XYZ format:
```
13
Properties=species:S:1:pos:R:3:lowdin_charge:R:1
C -0.333 -1.730 -0.073 -0.11
N 0.230 0.461 -1.807 0.15
H -1.144 -1.911 -0.787 0.08
H 0.586 1.311 -2.259 0.06
H 0.615 -1.947 -0.575 0.08
C -0.379 -0.302 0.449 -0.19
H -0.450 -2.438 0.754 0.07
H -1.408 -0.036 0.716 0.13
H 1.176 2.124 1.581 0.12
H 0.237 -0.264 1.353 0.11
C 0.134 0.710 -0.544 -0.45
O 0.241 2.079 1.310 -0.01
O 0.494 1.945 -0.118 -0.03
```

Properties
frontier orbital gap	10.75	eV
energy relative to the best compared isomer or geometry (same formula, charge and spin)	90.1	kcal per mole
DFT total energy	-323.63741	Eh
charge	0
LUMO level	0.63	eV
structure (SMILES)	[H]/N=C(/CC)OO


Entry 4:
Here is a structure of composition C26H44BrN3P2SZn from the OMol25 dataset. Energies are from ωB97M-V with the def2-TZVPD basis set.

The geometry in XYZ format:
```
78
Properties=species:S:1:pos:R:3:lowdin_charge:R:1
C 5.610 2.725 -1.808 -0.13
H 2.149 -2.940 -0.949 0.06
H 2.274 -3.739 0.625 0.09
H 6.479 2.059 -1.727 0.07
H -3.096 3.822 1.594 0.12
C -5.714 -1.650 3.182 -0.12
C -5.134 2.179 1.033 0.05
N -0.818 1.574 2.958 0.13
H 4.342 2.153 -0.155 0.09
H 0.616 -2.379 -2.575 0.08
C -4.064 2.548 0.126 -0.19
C -0.024 0.603 2.496 -0.85
H -2.457 1.138 -2.526 0.10
H 2.613 -2.013 0.492 0.04
C 1.965 -2.814 0.122 -0.14
C -4.842 1.919 2.357 0.03
H -4.398 -0.831 6.078 0.12
H -2.433 -0.426 0.091 0.05
H -1.798 -1.806 2.146 0.04
H -0.815 3.629 0.528 0.12
H 6.970 -1.528 -0.575 0.09
C -2.107 -1.470 -0.007 -0.35
Zn 0.070 1.055 -1.177 0.14
H -3.419 -2.168 1.557 0.06
H 5.391 1.593 -3.971 0.05
H -1.640 1.377 3.525 0.12
H 4.502 -1.280 -3.332 0.10
C 6.477 -0.594 -0.872 -0.12
H 6.747 -0.397 -1.920 0.07
H -4.817 1.615 -1.732 0.14
H -0.990 -0.672 -3.553 0.03
C -3.943 1.965 -1.171 0.03
H -6.029 -0.427 1.423 0.12
H 3.459 2.647 -1.576 0.04
H -2.103 -3.285 1.213 0.08
H 4.646 -1.781 -0.904 0.08
H 5.804 3.617 -1.193 0.09
H 5.483 3.093 -2.836 0.07
C -1.315 -1.683 -3.286 -0.15
H 4.968 0.513 -5.283 0.09
C -4.753 -0.708 5.045 -0.11
P 3.906 0.331 -1.659 1.03
N -0.148 -0.617 3.115 0.08
H -2.706 -1.926 -0.807 0.08
H -0.380 -0.615 4.104 0.13
C 4.981 -0.761 -0.657 -0.40
C -2.639 1.673 -1.592 -0.10
Br 1.380 1.342 -3.082 0.26
C 0.497 -2.567 0.423 -0.41
C 5.297 0.536 -4.234 -0.12
H -0.060 -3.512 0.351 0.10
H -4.273 2.675 2.919 0.13
C -2.951 3.225 0.693 -0.02
H -6.128 2.018 0.602 0.15
H 3.297 -0.123 -3.880 -0.01
P -0.372 -1.377 -0.649 0.90
N -5.269 -1.781 4.435 0.09
S 1.131 0.847 1.256 0.61
H -0.679 2.522 2.635 0.10
C -1.573 2.029 -0.770 -0.27
H -6.162 -2.532 2.734 0.12
C -0.422 -2.308 -2.223 -0.41
H -1.279 -2.290 -4.196 0.09
C -5.650 -0.467 2.443 0.00
H 4.711 -0.590 0.397 0.08
H -2.360 -1.644 -2.962 0.07
C 4.281 -0.202 -3.385 -0.42
C -5.070 0.668 3.048 -0.21
H 0.579 -1.292 2.907 0.09
H 6.270 0.026 -4.208 0.08
C -1.668 3.034 0.177 -0.10
H 0.370 -2.202 1.450 0.03
H -0.755 -3.328 -1.987 0.10
C -4.638 0.528 4.393 -0.01
H 6.875 0.204 -0.228 0.09
C 4.346 2.077 -1.257 -0.39
C -2.355 -2.222 1.296 -0.13
H -4.240 1.387 4.937 0.12
```

Properties
frontier orbital gap (spin up / spin down)	6.09 / 5.48	eV
DFT total energy	-6615.00636	Eh
charge	+2
LUMO level (spin up / spin down)	-7.52 / -8.12	eV


Entry 5:
Here is a cluster of 2 separate species, C4H5NO2S2 in total from the OMol25 dataset. Energies are from ωB97M-V with the def2-TZVPD basis set.

The geometry in XYZ format:
```
14
Properties=species:S:1:pos:R:3:lowdin_charge:R:1
S 1.648 1.523 1.353 0.56
H -2.767 0.907 0.607 0.07
H 2.175 -1.196 -2.081 0.14
H -1.445 1.623 1.583 0.07
H -2.035 -0.118 1.650 0.11
O -1.140 -0.045 -1.169 0.08
H -0.449 -0.181 -1.723 0.01
N 1.364 -1.631 -1.474 0.11
C -0.764 0.538 0.008 -0.43
C 0.526 0.714 0.263 -0.97
C -1.808 0.792 1.033 0.00
S 1.984 1.106 -0.597 0.54
O 1.333 -2.178 0.832 0.17
C 1.379 -1.854 -0.286 -0.47
```

Properties
frontier orbital gap	8.42	eV
energy relative to the best compared isomer or geometry (same formula, charge and spin)	54.4	kcal per mole
DFT total energy	-1156.95399	Eh
charge	0
LUMO level	-0.01	eV
structure (SMILES)	CC(O)=C1SS1.N=C=O


Entry 6:
Here is an isolated molecule of C4H4ClFN2 from the OMol25 dataset. Energies are from ωB97M-V with the def2-TZVPD basis set.

The geometry in XYZ format:
```
12
Properties=species:S:1:pos:R:3:lowdin_charge:R:1
N -1.590 -0.153 -0.142 -0.25
N -0.605 -1.098 -0.278 0.09
F 1.127 1.968 0.168 -0.03
C -1.158 1.088 -0.215 -0.03
Cl 2.189 -0.854 0.086 0.70
H -3.698 0.298 0.374 0.12
C 0.530 -0.433 -0.146 -0.69
H -2.608 -1.277 1.242 0.14
C 0.184 0.933 -0.143 -0.26
H -3.408 -1.283 -0.393 0.06
C -2.936 -0.599 0.305 -0.02
H -2.002 1.886 -0.061 0.17
```

Properties
frontier orbital gap	9.84	eV
energy relative to the best compared isomer or geometry (same formula, charge and spin)	39.0	kcal per mole
DFT total energy	-824.30289	Eh
charge	0
LUMO level	0.69	eV
structure (SMILES)	Cn1cc(F)c(Cl)n1


Entry 7:
Here is a cluster of 2 separate species, C3H7N in total from the OMol25 dataset. Energies are from ωB97M-V with the def2-TZVPD basis set.

The geometry in XYZ format:
```
11
Properties=species:S:1:pos:R:3:lowdin_charge:R:1
H -0.730 -3.619 2.675 0.02
C 0.018 2.053 -0.925 -0.23
H -0.996 2.625 -0.875 0.08
H 0.217 -1.813 0.014 -0.01
H 1.110 0.511 -0.228 0.10
C -0.377 -2.992 1.863 -0.01
H 0.555 2.733 -0.141 0.09
H -0.170 -0.029 -1.009 0.02
H 0.420 2.196 -1.927 0.05
N 0.032 0.693 -0.338 -0.10
C -0.078 -2.357 0.892 -0.02
```

Properties
frontier orbital gap	10.87	eV
energy relative to the best compared isomer or geometry (same formula, charge and spin)	63.1	kcal per mole
DFT total energy	-173.14156	Eh
charge	0
LUMO level	0.97	eV
structure (SMILES)	C#C.CN